[1]
Entry from the OMol25 dataset: a molecular structure, C25H16Br2ClN3O7P2Pb (wB97M-V/def2-TZVPD).

## Properties
E ... -221371.9510 eV
Charge ... +2

Geometry as XYZ:
```
57
C25H16Br2ClN3O7P2Pb (wB97M-V/def2-TZVPD)
C 4.54 -1.03 1.95
C 4.43 0.61 1.82
Br 6.09 1.65 2.40
C 3.19 1.31 1.30
Br 3.27 3.31 1.23
C 1.85 0.50 0.78
C 1.98 -0.23 -0.71
C 3.38 -0.05 -1.55
C 3.76 1.48 -2.06
C 5.19 1.67 -2.89
C 6.08 0.31 -3.10
N 5.75 -1.09 -2.68
C 4.46 -1.23 -1.93
C 0.73 -1.11 -1.33
C 0.93 -1.85 -2.78
C 0.12 -0.92 -3.89
O 0.06 0.41 -3.76
C -0.65 -1.17 -0.42
C -0.79 -0.39 1.06
C 0.50 0.46 1.71
P 0.24 1.27 3.41
N 0.13 -0.07 4.64
O 1.60 2.21 3.94
C -2.26 -0.53 1.79
O -2.47 -0.62 3.10
C -3.57 -0.52 0.75
C -4.99 0.24 1.05
P -5.29 1.25 2.64
O -3.86 2.20 3.07
O -6.46 2.48 2.15
C -6.22 0.15 -0.06
C -6.09 -0.66 -1.51
N -7.28 -0.74 -2.49
C -8.39 -1.27 -1.84
O -9.23 -1.94 -1.03
C -4.67 -1.41 -1.81
Cl -4.53 -2.35 -3.44
C -3.44 -1.32 -0.72
C -1.96 -2.03 -0.99
O -1.83 -3.19 -1.67
H 5.04 -1.36 2.98
H 5.25 -1.50 1.12
H 3.49 -1.56 1.82
H 3.02 2.35 -1.80
H 5.46 2.75 -3.22
H 7.11 0.46 -3.68
H 4.18 -2.33 -1.55
H 2.04 -1.91 -3.16
H 0.49 -2.94 -2.83
H -0.39 -1.48 -4.78
H -0.75 0.18 5.17
H -0.10 -0.97 4.16
H 2.34 1.58 4.21
H -4.03 3.17 2.78
H -6.09 2.96 1.34
H -7.25 0.69 0.15
Pb 5.87 4.10 1.16
```

***

[2]
Entry from the OMol25 dataset: a molecular structure, C45H30BBaClF17O5PS (wB97M-V/def2-TZVPD).

## Properties
Charge ... -2
Energy relative to the best compared isomer or geometry (same formula, charge and spin) ... 64.0 kcal/mol

Geometry as XYZ:
```
102
C45H30BBaClF17O5PS (wB97M-V/def2-TZVPD)
Ba 0.70 0.21 -1.33
C -1.56 -4.23 1.52
C -1.35 -3.84 0.09
C -2.27 -3.03 -0.56
C -2.07 -2.63 -1.88
C -3.08 -1.76 -2.57
C -0.93 -3.07 -2.55
C 0.01 -3.89 -1.92
C 1.23 -4.37 -2.67
C -0.22 -4.26 -0.61
H -1.09 -3.49 2.18
H -1.12 -5.21 1.73
H -2.62 -4.26 1.77
H -3.14 -2.67 -0.02
H -3.92 -2.36 -2.94
H -2.65 -1.23 -3.42
H -3.49 -1.02 -1.88
H -0.76 -2.76 -3.58
H 1.66 -5.24 -2.18
H 1.99 -3.58 -2.71
H 0.97 -4.63 -3.70
H 0.52 -4.88 -0.10
Cl 1.93 0.48 2.58
C 2.56 1.92 3.28
C 3.68 1.88 4.10
C 4.17 3.06 4.64
C 3.55 4.27 4.36
C 2.44 4.30 3.53
C 1.92 3.14 2.97
P 0.53 3.05 1.77
C -0.88 2.72 2.88
C -0.78 2.37 4.22
C -1.92 2.12 4.97
C -3.18 2.23 4.39
C -3.28 2.56 3.04
C -2.14 2.78 2.29
C 0.29 4.86 1.47
C 0.99 5.40 0.40
C 0.86 6.75 0.08
C 0.03 7.56 0.83
C -0.67 7.03 1.90
C -0.54 5.69 2.22
H 4.15 0.93 4.30
H 5.04 3.03 5.28
H 3.93 5.18 4.79
H 1.96 5.25 3.31
H 0.19 2.27 4.69
H -1.83 1.83 6.01
H -4.07 2.03 4.97
H -4.26 2.59 2.57
H -2.21 3.00 1.23
H 1.62 4.75 -0.19
H 1.40 7.15 -0.77
H -0.08 8.61 0.57
H -1.32 7.67 2.49
H -1.10 5.28 3.06
F -6.22 -1.59 6.66
C -5.31 -1.45 5.68
C -5.70 -1.15 4.38
F -7.01 -1.00 4.12
C -4.76 -1.02 3.38
F -5.22 -0.73 2.15
C -3.37 -1.18 3.58
S -2.22 -1.01 2.35
C -3.03 -1.48 4.92
F -1.74 -1.64 5.25
C -3.96 -1.61 5.93
F -3.57 -1.91 7.18
F 0.39 3.83 -2.34
C -0.94 3.76 -2.48
F -1.31 4.76 -3.32
F -1.49 4.03 -1.28
C -1.37 2.34 -2.97
O -0.78 1.38 -2.27
C -2.94 2.26 -2.84
F -3.44 1.28 -3.62
F -3.59 3.40 -3.18
F -3.28 1.98 -1.58
C -1.02 2.23 -4.49
F 0.22 2.66 -4.74
F -1.86 2.93 -5.29
F -1.08 0.95 -4.89
O 3.72 2.09 -1.21
B 2.86 1.33 -2.07
O 3.65 1.02 -3.22
C 4.88 1.55 -3.05
C 5.99 1.49 -3.87
C 7.15 2.14 -3.43
C 7.19 2.81 -2.22
C 6.07 2.86 -1.39
C 4.93 2.21 -1.82
H 5.96 0.96 -4.81
H 8.04 2.10 -4.05
H 8.10 3.30 -1.92
H 6.08 3.37 -0.43
F 3.00 -3.60 0.92
C 3.67 -2.56 0.37
F 4.16 -1.82 1.38
F 4.73 -3.09 -0.28
C 2.71 -1.73 -0.56
O 2.96 -1.77 -1.77
O 1.79 -1.16 0.06
```